Density functional theory data (ωB97M-V with the def2-TZVPD basis set) for a cluster of 2 separate species, C7H15N4O in total.

Each line ends with the Löwdin charge.
CARTESIAN COORDINATES (ANGSTROEM)
O 0.780 -0.932 1.883  0.03
N 1.361 -0.206 -0.826  0.11
N -0.921 -0.029 -1.376  -0.13
N -1.028 0.716 -2.579  0.02
N -0.469 -1.333 -1.703  0.05
C 0.914 -1.129 -2.002  -0.25
C -1.551 -0.217 1.991  -0.02
C -0.103 0.090 1.898  -0.37
C 0.980 -0.324 -3.261  -0.05
C 0.425 1.378 2.409  -0.02
C -0.055 0.490 -3.519  -0.10
C 0.091 0.538 -0.546  -0.10
H -1.975 0.897 -2.880  0.15
H 1.794 -0.464 -3.944  0.10
H 0.327 -1.789 1.902  0.14
H -2.147 0.636 1.685  0.10
H -0.684 -2.004 -0.979  0.13
H -1.828 -1.070 1.373  0.09
H 1.505 -2.043 -2.027  0.16
H 1.491 1.464 2.230  0.10
H -1.814 -0.453 3.027  0.11
H 0.177 1.612 -0.641  0.12
H -0.098 2.221 1.975  0.10
H -0.157 1.041 -4.439  0.13
H 0.265 1.414 3.489  0.11
H 1.636 -0.732 0.024  0.14
H 2.138 0.402 -1.101  0.17

Calculated values
- 2S+1 = 1
- relative energy (zero: lowest compared OMol25 entry of this formula, charge and spin) (eV) = 4.087
- E_LUMO (spin up / spin down) (eV) = -3.011 / -3.011
- frontier orbital gap (spin up / spin down) (Eh) = 0.3118 / 0.3117
- net charge = +1


Density functional theory data (ωB97M-V with the def2-TZVPD basis set) for a cluster of 3 separate species, C6H11NS in total.

Each line ends with the Löwdin charge.
CARTESIAN COORDINATES (ANGSTROEM)
S 1.567 -1.689 1.259  0.76
N -0.205 1.779 -0.231  -0.04
C -0.161 0.597 -1.230  -0.27
C 1.258 0.203 -1.026  -0.18
C -1.941 -0.877 0.384  -0.14
C 0.764 -0.477 0.401  -0.84
C 0.459 1.055 0.902  -0.22
C -0.589 -0.742 -0.308  -0.42
H -1.966 -0.221 1.789  0.19
H -2.279 -2.289 0.533  0.16
H -2.781 -0.365 -0.516  0.13
H -0.242 1.124 1.764  0.08
H -1.254 1.959 -0.093  0.12
H 1.601 -0.596 -1.842  0.15
H 1.980 0.976 -1.220  0.10
H -0.249 -1.766 -0.839  0.16
H -0.458 0.937 -2.304  0.16
H 1.596 1.522 1.005  0.15
H 2.899 -1.129 1.571  -0.04

Calculated values
- 2S+1 = 1
- relative energy (zero: lowest compared OMol25 entry of this formula, charge and spin) (eV) = 7.034
- E_LUMO (eV) = 0.552
- frontier orbital gap (Eh) = 0.3394


Density functional theory data (ωB97M-V with the def2-TZVPD basis set) for a structure of composition C30H24N8SSe3TeW.

Each line ends with the Löwdin charge.
CARTESIAN COORDINATES (ANGSTROEM)
W -0.752 1.420 0.128  1.03
Te -2.897 4.686 -0.972  0.49
Se -2.331 4.957 1.500  0.01
Se -0.822 3.188 1.810  0.21
Se -0.906 3.302 -1.532  0.12
S 6.918 0.217 -0.114  1.09
N 5.875 0.481 -1.313  -0.19
N 1.097 0.979 1.362  -0.06
N 5.916 0.278 1.145  -0.19
N 0.916 -1.756 0.032  0.12
N -2.912 1.269 -0.262  -0.12
N -1.249 -0.604 -1.220  -0.19
N 1.068 1.253 -1.265  -0.06
N -1.620 -0.154 1.557  -0.02
C -2.459 -2.164 3.292  0.00
C 1.955 -2.495 -1.994  0.00
C 2.276 1.012 -0.702  -0.13
C -3.336 0.626 -1.363  -0.28
C -2.327 -0.858 3.741  -0.01
C 4.707 0.519 0.652  -0.31
C -0.250 -1.310 -2.057  -0.13
C -2.272 -0.063 -2.153  -0.14
C 3.462 0.513 2.815  0.05
C 3.487 0.641 1.428  -0.07
C -1.914 0.107 2.850  -0.16
C 4.685 0.635 -0.746  -0.31
C -3.837 1.821 0.545  -0.21
C 2.250 0.633 3.451  0.01
C 2.296 0.873 0.743  -0.15
C 1.107 0.876 2.695  -0.15
C 1.035 1.367 -2.599  -0.23
C 2.153 1.250 -3.415  0.01
C 1.937 -2.284 0.713  -0.12
C -4.668 0.564 -1.715  0.02
C 3.443 0.891 -1.452  -0.06
C -5.619 1.143 -0.884  0.00
C 3.007 -2.918 0.109  -0.03
C -1.867 -1.395 1.106  -0.24
C 3.015 -3.022 -1.278  -0.03
C 3.380 1.014 -2.840  0.06
C 0.927 -1.872 -1.293  -0.27
C -5.191 1.759 0.278  -0.03
C -1.898 -1.641 -0.365  -0.10
C -2.246 -2.426 1.954  0.01
H 2.037 1.361 -4.484  0.13
H 0.171 1.013 3.204  0.05
H 1.917 -2.571 -3.073  0.13
H -5.881 2.217 0.971  0.13
H 1.894 -2.183 1.793  0.12
H -2.759 -2.955 3.967  0.13
H -3.477 2.326 1.430  0.04
H -1.830 1.140 3.156  0.05
H -1.796 0.635 -2.844  0.11
H -1.458 -2.617 -0.563  0.14
H -2.399 -3.416 1.546  0.13
H -4.955 0.041 -2.616  0.13
H 0.074 1.565 -3.049  0.04
H -2.540 -0.580 4.763  0.13
H 2.165 0.563 4.525  0.13
H 4.382 0.334 3.355  0.14
H 3.807 -3.328 0.710  0.12
H -2.953 -1.716 -0.647  0.15
H -6.668 1.103 -1.140  0.13
H 3.830 -3.515 -1.790  0.12
H -2.716 -0.869 -2.747  0.15
H 4.285 0.923 -3.427  0.14
H -0.759 -2.137 -2.568  0.15
H 0.089 -0.643 -2.843  0.10

Calculated values
- 2S+1 = 1
- relative energy (zero: lowest compared OMol25 entry of this formula, charge and spin) (eV) = 0.594
- E_LUMO (spin up / spin down) (eV) = -6.687 / -6.681
- frontier orbital gap (spin up / spin down) (Eh) = 0.1988 / 0.1990
- net charge = +2


Density functional theory data (ωB97M-V with the def2-TZVPD basis set) for a cluster of 5 separate species, C5H20N8O5 in total.

Each line ends with the Löwdin charge.
CARTESIAN COORDINATES (ANGSTROEM)
O -22.363 -9.837 17.992  0.04
O -23.733 -13.394 12.201  0.01
O -19.425 -13.929 14.608  -0.15
O -26.561 -11.628 15.589  0.02
O -22.622 -16.708 8.321  0.02
N -20.927 -10.023 16.248  0.15
N -22.230 -11.829 16.917  0.15
N -21.713 -17.018 10.373  0.15
N -21.512 -13.591 11.772  0.16
N -25.600 -11.578 13.523  0.16
N -22.314 -13.729 13.947  0.17
N -22.553 -18.809 9.148  0.14
N -25.534 -13.491 14.792  0.14
C -22.347 -17.460 9.243  -0.68
C -18.453 -14.713 13.891  -0.12
C -22.595 -13.567 12.611  -0.64
C -21.897 -10.504 17.093  -0.68
C -25.946 -12.179 14.690  -0.69
H -21.394 -16.067 10.381  0.08
H -21.591 -13.195 10.853  0.11
H -23.087 -12.120 17.351  0.10
H -25.870 -10.629 13.358  0.11
H -20.684 -10.538 15.423  0.08
H -21.327 -13.741 14.170  0.05
H -20.604 -13.647 12.200  0.07
H -19.189 -13.992 15.537  0.09
H -23.156 -19.084 8.394  0.10
H -21.403 -17.649 11.088  0.09
H -23.078 -13.476 14.552  0.07
H -25.058 -12.106 12.860  0.05
H -21.847 -12.323 16.132  0.05
H -20.553 -9.122 16.473  0.10
H -17.670 -14.093 13.466  0.08
H -25.806 -13.977 15.626  0.10
H -18.996 -15.311 13.158  0.07
H -25.253 -14.013 13.979  0.08
H -18.020 -15.460 14.561  0.09
H -22.329 -19.484 9.854  0.09

Calculated values
- 2S+1 = 1
- relative energy (zero: lowest compared OMol25 entry of this formula, charge and spin) (eV) = 0.073
- structure (SMILES) = NC(N)=O.NC(N)=O.NC(N)=O.NC(N)=O.CO
- E_LUMO (eV) = -0.091
- frontier orbital gap (Eh) = 0.3464


Density functional theory data (ωB97M-V with the def2-TZVPD basis set) for a structure of composition C28H35BrN5O2OsSSi.

Each line ends with the Löwdin charge.
CARTESIAN COORDINATES (ANGSTROEM)
Os 0.742 -0.311 0.569  1.14
Br 7.895 2.348 0.917  0.79
S 0.468 -0.646 2.732  0.72
Si -0.634 1.853 0.417  0.69
O 2.577 0.920 0.560  -0.11
O 2.529 -1.150 -0.022  -0.11
N -0.533 -1.827 0.354  -0.14
N 6.663 -1.271 -0.583  0.09
N 0.569 -0.437 -1.540  -0.06
N -1.028 -2.537 1.425  0.04
N -1.042 -2.616 3.704  0.12
C -1.738 -3.377 -1.114  -0.19
C -0.519 4.499 1.371  -0.09
C -2.899 -3.178 -1.858  -0.04
C -2.849 0.742 -0.943  -0.09
C -0.851 -2.231 -0.839  -0.16
C -2.962 0.477 1.526  -0.09
C -2.251 -5.719 -0.946  -0.06
C 5.433 0.982 0.515  -0.03
C -3.740 -4.246 -2.130  -0.06
C -0.318 -1.834 -3.260  0.03
C 7.375 -0.224 -0.179  -0.15
C -0.144 3.074 1.822  -0.64
C -2.507 1.403 0.396  -0.63
C 3.230 -0.098 0.222  -0.57
C 1.211 -0.080 -3.803  -0.01
C 1.364 3.070 2.091  -0.12
C -0.251 2.687 -1.217  -0.19
C -3.315 2.711 0.481  -0.09
C 4.690 -0.117 0.095  -0.11
C -0.625 -2.068 2.561  -0.74
C 0.395 -1.124 -4.211  -0.01
C -0.212 -1.471 -1.926  -0.19
C 1.272 0.228 -2.457  -0.11
C 5.344 -1.219 -0.445  -0.06
C -0.858 2.780 3.145  -0.10
C 6.802 0.917 0.374  -0.66
C -3.414 -5.517 -1.678  -0.06
C -1.418 -4.653 -0.655  -0.02
H -3.017 3.440 -0.275  0.08
H -2.352 -0.223 -1.050  0.04
H -2.745 0.883 2.514  0.07
H 1.594 3.864 2.807  0.09
H -3.928 0.559 -0.993  0.10
H -4.649 -4.085 -2.695  0.11
H 4.780 -2.082 -0.777  0.13
H -1.654 -3.415 3.682  0.12
H -4.067 -6.351 -1.897  0.11
H 8.450 -0.289 -0.297  0.11
H -1.941 2.874 3.068  0.06
H 1.950 3.251 1.189  0.07
H -2.583 1.365 -1.798  0.08
H -0.525 3.499 3.899  0.09
H -1.996 -6.711 -0.598  0.11
H -3.156 -2.186 -2.209  0.12
H -1.592 4.640 1.248  0.07
H 4.943 1.849 0.938  0.12
H -0.629 1.782 3.524  0.03
H -0.182 5.204 2.138  0.09
H 1.798 0.488 -4.510  0.12
H -4.373 2.482 0.313  0.09
H 1.896 1.031 -2.088  0.12
H 1.701 2.126 2.523  0.05
H -0.935 -2.677 -3.534  0.13
H 0.328 -1.395 -5.256  0.12
H -0.435 2.043 -2.075  0.01
H -0.027 4.780 0.439  0.07
H -2.506 -0.509 1.452  0.04
H -0.695 -2.284 4.585  0.10
H -3.239 3.181 1.461  0.07
H -4.045 0.333 1.457  0.10
H -0.517 -4.806 -0.077  0.12
H 0.786 3.030 -1.254  0.04
H -0.886 3.569 -1.328  0.04

Calculated values
- 2S+1 = 1
- E_LUMO (eV) = -4.593
- frontier orbital gap (Eh) = 0.2490
- net charge = +1


Density functional theory data (ωB97M-V with the def2-TZVPD basis set) for the molecule C3H10NO2PS.

Each line ends with the Löwdin charge.
CARTESIAN COORDINATES (ANGSTROEM)
S 2.694 -1.394 1.504  0.26
P 2.137 0.025 0.327  0.31
O 2.450 -0.433 -1.156  -0.26
O 0.056 0.533 0.329  -0.29
N 2.723 1.637 0.554  -0.08
C -2.222 0.214 0.761  -0.08
C -1.209 -0.735 -1.318  -0.07
C -0.986 -0.417 0.148  -0.56
H -0.860 -1.378 0.748  0.15
H -2.167 0.381 1.796  0.05
H 3.484 1.640 1.163  0.02
H -2.693 1.059 0.210  0.10
H -2.933 -0.682 0.794  0.10
H 1.711 -0.162 -1.784  0.11
H 1.952 2.145 0.911  0.03
H -2.201 -1.232 -1.356  0.09
H -0.434 -1.316 -1.742  0.06
H -1.502 0.116 -1.890  0.07

Calculated values
- 2S+1 = 1
- relative energy (zero: lowest compared OMol25 entry of this formula, charge and spin) (eV) = 1.125
- structure (SMILES) = CC(C)O[P@](N)(O)=S
- E_LUMO (eV) = 0.109
- frontier orbital gap (Eh) = 0.3486


| no. | strongest force on any atom (eV/A) |
| --- | --- |
| 1 | 3.1 |
| 2 | 7.2 |
| 3 | 0.6 |
| 4 | 1.4 |
| 5 | 0.8 |
| 6 | 4.3 |